(1)
Here is 14 unconnected molecules or ions with the total composition C6H36O13 in a non-equilibrium geometry from OMol25. Energies are from wB97M-V/def2-TZVPD.

Results
HOMO energy (alpha / beta), Eh: -0.48836 / -0.48835
Spin multiplicity: 2
Total charge: +1
Lowest unoccupied orbital energy (alpha / beta), eV: -4.37 / -8.65
E_tot, a.u.: -1227.89491
Kohn-Sham gap (alpha / beta), eV: 8.92 / 4.64

Element x y z (Å)
C -3.30504 1.16225 -1.55201
C -2.08744 0.33414 -1.15786
C -0.86391 0.61958 -1.51720
C -2.30761 -3.33769 0.05337
C -2.02034 -2.12882 -0.69386
C -2.40602 -0.91018 -0.32395
H -3.57652 1.96970 -0.82884
H -2.96455 1.65189 -2.48261
H -4.06294 0.37642 -1.82802
H -0.40936 1.42985 -2.17190
H 0.03016 0.07589 -1.18685
H -1.75984 -4.18103 -0.16186
H -3.32255 -3.57710 0.09979
H -1.89904 -3.35212 1.15092
H -1.51674 -2.27628 -1.52481
H -3.02522 -0.65581 0.47261
H 1.79875 -0.00460 -3.14923
H 0.65083 -0.24928 -4.23964
O 1.54655 -0.48978 -3.94144
H -0.03657 -0.77253 3.67828
H 0.66869 -1.05753 2.43726
O 0.75320 -1.27662 3.44036
H 3.30452 0.28553 -1.53256
H 3.89680 1.01128 -2.76181
O 3.30547 1.10627 -2.01139
H 2.84339 1.42939 0.01622
H 1.66336 2.12397 0.74297
O 2.66735 1.91465 0.79768
H 2.63726 -2.17096 -1.61267
H 3.31880 -1.75569 -0.27614
O 3.20678 -1.47787 -1.23702
H 2.87766 -2.20922 2.18404
H 3.18033 -0.96925 1.64652
O 2.78255 -1.83098 1.32582
H -2.97333 2.94748 1.16728
H -3.07529 2.61978 2.74823
O -3.37436 2.40852 1.95271
H -2.29134 4.00957 -0.76249
H -1.48415 3.30761 0.20539
O -2.01260 4.10350 0.14228
H 0.15769 -0.86454 -0.04440
H 1.16576 -1.45758 1.03312
O 0.32107 -1.00427 0.84798
H 1.34187 -2.13904 -3.01104
H 1.07349 -3.55134 -3.06347
O 1.22922 -2.87058 -2.38587
H 0.18578 3.38011 1.41145
H -0.28068 2.05563 1.73006
O 0.05585 2.60331 1.00125
H 2.43196 0.08445 3.52227
H 2.99783 1.02769 2.36404
O 3.24819 0.18321 2.87773
H -0.89644 0.21274 1.98369
H -2.17253 1.10804 1.99728
O -1.21679 1.02818 2.42832

Force components x, y, z for each atom (eV/Å):
C 0.58 -0.60 -0.56
C -3.09 -2.03 1.79
C 4.74 1.02 -1.64
C 1.51 0.73 3.34
C -1.16 -2.09 3.58
C 0.87 4.94 -2.21
H -0.24 -1.06 -0.43
H -0.47 -0.03 0.28
H 0.08 1.51 0.52
H -1.60 -0.50 0.84
H -0.66 -0.05 -0.30
H 1.06 -1.87 -1.94
H -1.87 -0.25 0.24
H -1.15 1.13 -1.28
H 2.68 -0.25 -4.13
H -1.37 -0.26 1.42
H 0.11 0.64 0.12
H 0.70 0.18 0.34
O -0.68 -0.71 -0.40
H 0.00 -0.15 0.96
H 0.56 -0.71 2.99
O -0.74 1.07 -2.54
H 0.41 -1.48 0.07
H 0.21 -0.11 0.11
O -0.79 1.30 -0.49
H 0.60 -0.47 -1.36
H 2.07 -0.32 0.15
O -2.41 1.00 1.27
H 0.27 0.04 0.09
H -0.11 0.28 -1.52
O 0.14 -0.34 1.38
H -0.10 -1.54 1.09
H -0.43 0.38 -0.26
O 0.27 0.85 -0.19
H -0.86 -0.34 2.58
H 2.24 2.15 5.20
O -1.86 -1.50 -7.73
H -0.53 0.73 -0.82
H 1.31 -0.31 0.52
O -0.67 -0.35 0.00
H 0.32 -0.05 -2.07
H 1.09 -0.37 -0.96
O -1.06 -0.08 2.27
H 0.15 0.93 -0.02
H 0.13 -0.41 0.72
O -0.72 -0.55 -1.00
H 1.05 4.92 1.92
H -0.49 -0.82 0.20
O -0.35 -3.50 -2.58
H 2.35 -0.10 -1.78
H 0.71 -1.37 0.48
O -2.73 1.57 1.18
H 0.26 0.45 0.41
H 2.08 0.58 1.50
O -2.39 -1.81 -1.27

***

(2)
Here is 12 unconnected molecules or ions with the total composition C6H37N2O11 in a non-equilibrium geometry from OMol25. Energies are from wB97M-V/def2-TZVPD.

Results
HOMO energy, Eh: -0.38831
Total charge: +1
Lowest unoccupied orbital energy, eV: -2.37
E_tot, a.u.: -1187.64432
Kohn-Sham gap, eV: 8.20

Element x y z (Å)
C 0.65924 -0.37301 -1.93310
C 0.14513 -1.06670 -0.67359
C -0.57014 -0.29367 0.44054
C -2.06393 0.10979 0.22440
C -2.38500 1.40915 -0.04160
C -2.79396 -2.16452 0.67198
N -3.10863 -0.77398 0.50773
N 1.43797 -1.63839 0.08252
H -0.22103 -0.15473 -2.59966
H 1.17392 0.52447 -1.54897
H 1.30598 -1.08648 -2.46294
H -0.32386 -1.95939 -0.84968
H -0.51651 -0.92943 1.38273
H 0.08087 0.66073 0.53035
H -3.39604 1.68917 0.03971
H -1.72177 2.17633 -0.33610
H -2.05819 -2.48228 1.38789
H -2.42914 -2.66637 -0.21632
H -3.70450 -2.73890 0.77462
H -3.84337 -0.43110 1.10184
H 2.12973 -2.07399 -0.64370
H 1.02246 -2.24462 0.79026
H 2.01056 -0.91464 0.49853
H -1.91247 -1.58809 4.30610
H -0.57544 -1.01052 4.31995
O -1.07078 -1.62985 3.77815
H 4.94220 0.10557 0.69593
H 3.72130 0.98682 1.22838
O 4.02423 0.07663 0.78781
H 3.33676 3.58080 -0.00102
H 3.73887 3.36852 -1.52188
O 2.97312 3.71706 -0.95674
H -1.08839 2.67461 3.42505
H -1.14115 1.32431 3.41510
O -0.52455 2.05010 3.77724
H -1.75921 -1.56591 -3.80885
H -2.79596 -1.96257 -2.90078
O -2.22374 -2.40944 -3.50289
H 3.56354 3.32771 1.99597
H 2.31414 2.74955 1.23161
O 3.36491 2.59783 1.43143
H 0.11221 3.91340 -1.72252
H 1.43560 2.93503 -1.61505
O 0.42995 2.95095 -1.46103
H -0.22515 0.98098 -4.64059
H -1.71372 1.41526 -4.83907
O -1.09514 0.98448 -4.27566
H 0.28613 3.60995 1.44909
H 0.76171 3.28572 0.13704
O 1.02007 3.56775 0.97033
H -0.71737 -4.89461 -1.81194
H -1.44105 -3.60728 -2.40434
O -1.23207 -4.01553 -1.52565
H 0.32112 -2.86300 2.69837
H 1.54871 -3.92982 2.24079
O 0.79184 -3.30386 1.97225

Force components x, y, z for each atom (eV/Å):
C -1.40 -0.14 0.62
C 2.52 0.73 1.23
C 0.30 0.93 -0.21
C 0.34 2.28 0.19
C 0.69 -2.02 0.46
C -0.59 -1.26 -0.96
N 1.21 -0.66 0.05
N 0.48 0.80 -3.59
H 1.05 0.28 0.76
H -0.08 -0.18 -0.92
H 0.04 0.44 0.07
H -1.50 -2.16 -0.90
H -0.08 1.03 -0.99
H -1.36 -1.27 0.38
H -1.25 0.24 -0.26
H 0.97 0.39 0.00
H 0.16 0.29 1.08
H 0.27 0.56 -0.72
H -0.36 0.05 0.71
H 0.02 0.18 -0.08
H -1.89 0.43 1.89
H 0.83 -1.09 0.48
H 0.21 0.51 0.37
H 0.76 -0.62 -1.07
H 0.76 0.19 -0.06
O -1.28 0.45 1.09
H 2.20 0.19 -0.14
H 1.29 -2.17 -1.20
O -3.62 1.74 1.25
H -0.77 0.00 -2.15
H -1.55 0.87 1.15
O 2.70 -0.97 0.12
H -1.48 3.49 -0.78
H 1.85 0.47 1.03
O -0.47 -4.02 -0.38
H -0.38 -1.75 -0.06
H -1.32 -0.01 1.09
O 1.62 2.04 -1.17
H 0.36 0.61 1.04
H 2.23 -0.08 0.96
O -2.62 -0.29 -1.06
H 1.25 -2.97 0.59
H -1.66 0.66 0.32
O 0.20 2.38 -1.33
H 0.64 0.31 -0.76
H -0.36 0.56 -0.92
O -0.37 -0.98 1.56
H -4.71 0.23 3.62
H -1.00 -0.88 -3.49
O 5.44 0.63 0.29
H -1.80 2.89 1.10
H 0.00 -0.18 0.68
O 1.99 -2.85 -1.73
H 0.34 -0.64 0.45
H -2.07 1.68 -0.01
O 1.24 -1.35 0.24

***

(3)
Here is 11 unconnected molecules or ions with the total composition C6H38BNO11 in a non-equilibrium geometry from OMol25. Energies are from wB97M-V/def2-TZVPD.

Results
HOMO energy, Eh: -0.36058
Lowest unoccupied orbital energy, eV: -0.42
E_tot, a.u.: -1158.32010
Kohn-Sham gap, eV: 9.39

Element x y z (Å)
C 0.41149 3.67851 3.21730
O -0.42351 2.54651 3.40430
C -0.61051 1.68251 2.29430
C -1.61051 0.55051 2.62930
N -1.44651 -0.72049 1.86930
H -1.61951 -0.61749 0.73030
H -0.60251 -1.06949 2.14630
C -2.38051 -1.82849 2.20030
C -3.89251 -1.42749 1.96730
O -4.50251 -2.67049 1.82430
C -5.87351 -2.62949 1.64730
H 0.20549 4.38051 2.30430
H 1.20049 3.24651 2.96330
H 0.72049 4.46551 3.95630
H 0.32949 1.09951 2.10930
H -1.04951 2.11551 1.37530
H -2.63151 0.98151 2.59630
H -1.43451 0.21051 3.61130
H -2.26951 -2.08449 3.19430
H -2.08151 -2.60949 1.53230
H -4.08451 -0.95049 0.96430
H -4.41651 -0.66649 2.78830
H -6.03951 -2.35149 0.66330
H -6.39151 -1.92449 2.41530
H -6.40651 -3.61449 1.91730
B 1.34649 1.00451 -1.51570
H 2.42649 0.79951 -2.06570
H 0.88049 -0.10949 -1.09270
H 1.52149 1.76151 -0.52870
H 0.45949 1.55651 -2.34070
O 0.27049 -2.38449 -2.99970
H -0.44051 -2.00349 -2.73670
H 0.13249 -3.14349 -3.55070
O 2.10449 4.16351 -4.75770
H 2.43649 4.08751 -3.88970
H 1.47049 3.40851 -4.44870
O 2.57449 -0.58249 1.21430
H 2.23549 -0.00449 0.52730
H 3.25349 -1.25649 0.94930
O 3.31649 -2.80649 -1.35570
H 3.00249 -2.00549 -2.05170
H 2.84249 -2.80249 -0.55770
O 5.39449 -0.00649 -2.10470
H 5.45949 -0.17849 -1.13270
H 4.44449 -0.15449 -2.16070
O 2.99649 -1.66749 -3.59370
H 2.62649 -2.32949 -4.14170
H 2.30949 -1.00649 -3.44170
O -1.98251 0.38751 -0.53270
H -2.77751 1.00451 -0.70370
H -1.35451 0.71451 -1.24570
O 0.08649 -2.43649 0.16130
H 0.27349 -1.90649 -0.74870
H 0.70149 -3.20649 0.32030
O 3.31749 3.73851 -2.07970
H 2.99449 4.56451 -1.78670
H 2.57649 3.00751 -1.92970

Force components x, y, z for each atom (eV/Å):
C -4.45 4.59 -1.24
O -2.32 0.23 0.89
C 0.78 -1.42 -0.48
C -0.98 1.15 0.39
N -3.77 1.56 -3.44
H 1.34 0.51 2.86
H 3.51 -1.05 -0.26
C -2.09 2.22 -1.35
C -0.35 1.14 -0.30
O 0.47 -0.97 1.60
C -2.14 -0.57 3.52
H -0.59 -1.46 1.22
H 7.65 -3.05 -2.23
H -1.44 -1.56 0.65
H -0.22 1.00 -0.46
H 0.93 0.50 0.37
H 0.40 -0.77 -0.25
H 0.09 0.03 1.59
H 0.35 -0.73 2.10
H -0.17 -0.63 -0.24
H 0.77 0.37 0.79
H 1.45 -2.19 -1.65
H -1.03 0.65 -1.96
H 0.91 -0.61 -1.40
H 1.37 1.13 -0.78
B -1.08 0.12 -0.12
H -0.32 0.05 -0.06
H 0.15 0.64 -0.30
H -0.15 -0.38 -0.45
H 0.92 -0.63 0.88
O 7.94 -3.11 -2.14
H -7.59 3.54 2.18
H -0.60 -0.38 -0.13
O -3.01 -2.60 0.00
H 2.42 1.01 2.03
H 0.69 1.54 -2.11
O 0.70 -1.18 1.27
H 0.45 -0.27 -0.88
H -1.16 1.55 -0.37
O 0.32 2.12 -3.11
H 1.05 -3.25 2.32
H -1.18 0.37 1.39
O -0.27 -0.35 1.80
H 0.56 0.28 -1.08
H -0.19 0.12 -0.75
O 0.70 1.80 0.59
H -0.66 -1.02 -0.67
H -0.23 0.12 -0.35
O -1.29 2.27 -2.00
H 1.63 -1.60 0.62
H -0.12 -0.67 1.13
O 0.50 0.66 -1.93
H 0.25 -2.26 3.14
H -0.80 1.55 -1.03
O -1.47 -3.53 -0.47
H -0.82 1.21 0.72
H 2.18 2.25 -0.07

***

(4)
Here is 13 unconnected molecules or ions with the total composition C6H38N2O12 in a non-equilibrium geometry from OMol25. Energies are from wB97M-V/def2-TZVPD.

Results
HOMO energy, Eh: -0.33955
Lowest unoccupied orbital energy, eV: 0.07
E_tot, a.u.: -1263.72587
Kohn-Sham gap, eV: 9.30

Element x y z (Å)
N -1.60031 1.35489 -0.10527
C -0.83175 0.08539 0.02034
C -0.45593 -0.00049 1.54888
C 0.93499 -0.57397 1.66013
C 1.59773 -0.32796 2.78721
C -1.78702 -1.06437 -0.40520
N -1.66485 -1.38671 -1.81710
C -2.02987 -0.39691 -2.82539
H -2.01949 1.60130 -0.98898
H -1.05170 2.07309 0.33757
H 0.12503 0.18783 -0.52581
H -1.24772 -0.50001 2.14380
H -0.49637 0.96203 2.07805
H 1.35884 -1.06690 0.80336
H 2.63965 -0.63451 2.91673
H 1.44428 0.17671 3.72952
H -1.34997 -1.87553 0.17503
H -2.77192 -0.77737 -0.08288
H -0.70698 -1.62958 -2.04542
H -1.84690 -0.99789 -3.75285
H -1.39829 0.48654 -2.84333
H -3.08062 -0.05009 -2.80557
H 4.34517 -1.97862 -1.44263
H 3.63013 -0.80379 -0.60051
O 3.65421 -1.31614 -1.43433
H -1.00079 -4.42323 -0.59538
H -1.07891 -3.69152 -1.75929
O -0.34805 -3.97786 -1.17637
H 3.97194 2.13356 1.98579
H 3.48886 2.70471 3.25857
O 3.99179 2.97419 2.47965
H -4.51538 -1.35719 1.74191
H -3.89190 -1.70890 3.20701
O -4.29449 -2.02030 2.40072
H 2.22102 4.31299 -0.46509
H 2.30968 4.77794 1.02750
O 1.72431 4.75959 0.25398
H 0.91277 -3.00872 -1.96781
H 2.36281 -2.65586 -2.30486
O 1.46798 -2.59786 -2.66363
H 5.38301 1.41881 0.03218
H 3.91974 1.60961 -0.15370
O 4.59057 0.88967 -0.09726
H -4.54895 1.11644 1.70797
H -3.82462 0.84835 0.36166
O -4.55366 0.56455 0.92330
H 1.79757 2.42814 -0.09317
H 2.30385 1.89351 -1.51173
O 2.46876 2.53037 -0.78689
H 2.01033 0.18190 -3.37115
H 3.12686 0.11483 -2.34521
O 2.45272 0.72089 -2.70329
H -2.35924 2.93633 2.31823
H -2.76263 2.23601 1.06344
O -3.15530 2.70865 1.82848
H -3.51973 -3.32532 0.95687
H -3.16029 -2.99669 -0.36918
O -2.88096 -3.64452 0.29140

Force components x, y, z for each atom (eV/Å):
N -0.04 -0.40 0.71
C -1.50 1.73 1.24
C -0.67 -0.23 -0.88
C -1.03 1.20 2.13
C 2.70 -0.83 -0.09
C 3.53 0.79 -0.21
N -0.78 -0.22 0.11
C -0.19 -1.00 -0.88
H 0.67 0.09 -0.32
H 0.03 0.69 -0.67
H -0.49 -0.60 -0.24
H 0.43 -0.58 -0.63
H 0.36 0.24 -0.63
H 0.22 -0.33 0.00
H -0.02 -0.47 -0.70
H -1.63 0.42 -0.26
H -0.80 -0.52 -0.22
H -0.47 -0.29 0.00
H 0.01 -0.11 0.40
H -0.43 1.12 0.28
H 0.29 0.28 0.00
H 0.38 -0.49 0.20
H 0.40 0.25 0.50
H 0.78 -0.60 -0.43
O -0.59 0.05 0.12
H 1.05 -0.01 0.70
H 0.76 0.52 -0.54
O -2.07 -0.59 0.05
H 0.26 0.44 -0.09
H 0.07 0.40 0.16
O -0.38 -0.89 -0.11
H 0.22 1.02 0.49
H 0.03 0.72 -0.17
O -0.28 -1.61 -0.45
H -0.27 0.34 0.71
H -0.06 -0.07 -0.44
O 0.17 0.14 0.07
H 0.46 -0.04 -0.46
H -0.27 0.33 -0.04
O -0.34 -0.16 0.31
H 0.43 -0.34 -0.02
H -0.17 -0.41 -0.38
O -0.31 0.95 0.52
H 0.30 0.42 -0.01
H 0.04 0.15 0.31
O -0.59 -0.93 -0.35
H 0.12 0.02 -0.46
H -0.27 -0.06 -0.12
O 0.18 -0.30 0.43
H -0.14 0.13 0.18
H -0.07 -0.07 -0.13
O 0.10 -0.15 -0.31
H -0.16 0.24 0.32
H -0.23 0.03 0.31
O 0.38 0.05 -0.10
H 0.47 -0.65 0.78
H 0.57 -0.31 -0.74
O -1.18 0.51 0.03

***

What are the energy relative to the best compared isomer or geometry (same formula, charge and spin) values for these records? In order: 2.304 3.535 0.967 2.423 eV.
What are the molar mass values for these records? In order: 316.3 313.4 311.2 330.4 u.